Version a
Entry from the Open Molecules 2025 dataset: a 2-piece molecular cluster, C9H14NS overall (wB97M-V/def2-TZVPD).

XYZ file:
```
25
Properties=species:S:1:pos:R:3
C 3.550 0.085 0.503
C 3.191 -0.414 -0.746
C 2.586 0.731 1.287
C 1.820 -0.396 -1.018
C 1.269 0.755 0.927
C 0.895 0.324 -0.359
C -2.975 -1.181 -0.809
C -0.366 0.520 -0.969
C -1.749 -0.876 0.046
N -2.059 -0.086 1.257
S -1.251 2.083 -0.637
H 4.571 0.326 0.685
H 3.865 -1.030 -1.273
H 2.923 0.953 2.361
H 1.353 -0.814 -1.914
H 0.529 1.197 1.569
H -2.818 -2.205 -1.256
H -3.072 -0.493 -1.659
H -3.935 -1.407 -0.174
H -0.660 0.109 -1.851
H -1.126 -1.782 0.294
H -1.764 0.992 0.984
H -1.479 -0.371 2.084
H -3.095 0.046 1.400
H -0.203 2.935 -0.733
```

Computed properties:
gap between HOMO and LUMO = 8.41 eV
charge = +1
LUMO energy = -0.139 Eh
2S+1 = 1

=====

Version b
Entry from the Open Molecules 2025 dataset: a 2-piece molecular cluster, C9H14NS overall (wB97M-V/def2-TZVPD).

XYZ file:
```
25
Properties=species:S:1:pos:R:3
C 0.481 -0.662 0.505
C -0.149 -1.046 -1.619
C -0.021 -0.069 -0.717
C 1.274 -3.167 3.266
C 1.017 -3.834 2.238
C -1.392 1.727 0.378
C -1.152 1.669 -2.068
C 0.867 2.222 -0.725
C -0.430 1.376 -0.755
N 0.721 -1.982 0.395
S 0.387 -2.556 -1.096
H 0.672 -0.274 1.532
H -0.466 -0.980 -2.769
H 1.066 -3.849 4.098
H 1.572 -2.104 3.220
H 0.814 -4.358 1.269
H -1.275 1.013 1.362
H -1.443 2.705 0.645
H -2.324 1.517 0.043
H -0.587 1.703 -2.905
H -1.974 0.986 -2.183
H -1.381 2.719 -2.044
H 1.246 2.426 -1.669
H 0.727 3.127 -0.119
H 1.750 1.690 -0.280
```

Computed properties:
gap between HOMO and LUMO = 6.43 eV
charge = +1
LUMO energy = -0.236 Eh
2S+1 = 1

=====

Short version: version b is the least stable of them.

=====

Version a
Entry from the Open Molecules 2025 dataset: a 2-piece molecular cluster, C3HCl2NS overall (wB97M-V/def2-TZVPD).

XYZ file:
```
8
Properties=species:S:1:pos:R:3
C 0.950 -0.375 -1.017
C -1.355 -0.228 0.423
C 1.075 0.276 0.166
N 1.110 -0.877 -2.034
S -1.680 -1.695 0.957
Cl -2.239 1.135 0.147
Cl 1.236 2.013 0.195
H 0.903 -0.250 1.164
```

Computed properties:
gap between HOMO and LUMO (alpha / beta) = 7.65 / 7.34 eV
charge = 0
LUMO energy (alpha / beta) = -0.048 / -0.050 Eh
2S+1 = 1

=====

Version b
Entry from the Open Molecules 2025 dataset: one molecule with the formula C3HCl2NS (wB97M-V/def2-TZVPD).

XYZ file:
```
8
Properties=species:S:1:pos:R:3
C 0.884 -0.150 0.149
C -0.452 0.301 -0.388
C -1.566 -0.351 0.293
H 0.778 -0.910 0.912
N -2.524 -0.839 0.708
S -0.706 1.485 -1.478
Cl 1.939 -0.794 -1.126
Cl 1.647 1.259 0.929
```

Computed properties:
structure (SMILES) = N#CC(=S)C(Cl)Cl
gap between HOMO and LUMO = 7.96 eV
charge = 0
LUMO energy = -0.083 Eh
2S+1 = 1

=====

Short version: version a is the least stable of them.